Here is 2 unconnected molecules or ions with the total composition C4H8O at a distorted geometry from the Open Molecules 2025 dataset. Energies are from ωB97M-V/def2-TZVPD.

```
13
Properties=species:S:1:pos:R:3:forces:R:3
C 2.872706 -0.625454 -1.254547 2.24 1.08 1.50
C 3.665737 -0.628167 -0.139793 -1.64 -1.11 -1.12
H 2.036304 -1.287069 -1.300985 -1.10 0.54 0.12
H 3.128788 0.081595 -2.055198 0.11 -1.18 -0.32
H 3.231577 -0.954663 0.799046 0.16 -0.77 -0.10
H 4.739527 -0.577186 -0.135699 0.23 1.44 -0.09
C -3.405460 0.700175 1.409146 -0.49 -0.08 0.21
C -2.405343 0.334061 0.573209 -3.76 0.65 0.50
O -2.371896 1.123972 -0.566375 3.04 -1.57 -0.55
H -4.229110 0.058995 1.883799 2.27 0.78 0.07
H -3.601941 1.786938 1.346476 -0.56 -0.76 -0.25
H -1.932922 -0.624651 0.572601 0.31 -0.47 -0.35
H -1.727967 0.611453 -1.131682 -0.80 1.45 0.37
```
Forces are in eV/Å.

Calculated values
LUMO: 0.56 eV
SMILES: C=CO.C=C

---

Here is a single C6H8N2O5 molecule at a distorted geometry from the Open Molecules 2025 dataset. Energies are from ωB97M-V/def2-TZVPD.

```
21
Properties=species:S:1:pos:R:3:forces:R:3
C 0.140731 -1.485816 1.704812 2.04 2.06 -2.16
C -2.312761 1.314926 -0.339268 1.15 0.50 -3.89
C -1.212549 -0.616998 0.059638 -0.94 1.07 -0.74
C 1.527477 -0.029542 -1.117111 -1.15 2.79 0.08
C -0.324374 0.605270 0.148109 -1.01 0.47 0.96
C 1.103184 0.309608 0.397859 -1.04 -2.34 -1.55
N -0.976835 1.678902 0.027203 0.47 -0.01 0.61
N 1.180269 -0.899544 1.241823 -0.69 -0.32 1.06
O -1.109148 -1.356753 1.230531 -1.38 -0.67 0.87
O -2.532749 -0.083562 -0.099249 1.36 0.33 0.55
O 2.811801 -0.461643 -1.208921 1.58 -0.08 0.77
O -0.839840 -1.353721 -1.023038 0.76 0.34 -0.30
O 1.899373 1.231138 0.989318 0.87 1.46 -0.35
H 0.268975 -2.077828 2.556931 -0.38 -1.32 0.95
H -3.079498 1.978212 -0.045969 -0.90 0.18 1.33
H -2.225178 1.617461 -1.495001 -0.65 -1.25 1.75
H 1.381958 1.013284 -1.686368 0.10 -1.98 0.98
H 0.810288 -0.780593 -1.488017 1.00 0.72 0.00
H 3.258840 0.022493 -0.487583 0.36 -0.43 -0.59
H -1.420429 -2.040330 -1.271472 -1.45 -1.22 -0.05
H 1.650458 1.415038 1.905779 -0.12 -0.30 -0.26
```
Forces are in eV/Å.

Calculated values
LUMO: 0.56 eV
SMILES: OC[C@]1(O)N=CO[C@@]2(O)OCN=C21

---

Here is a single C24H29N3O7S molecule at a distorted geometry from the Open Molecules 2025 dataset. Energies are from ωB97M-V/def2-TZVPD.

```
64
Properties=species:S:1:pos:R:3:forces:R:3
C -6.425808 -1.211171 -2.059379 0.33 0.05 0.23
C -5.093195 -1.568874 -1.416056 -0.38 -0.38 -0.13
H -5.217624 -2.420177 -0.739478 0.11 0.09 -0.13
H -4.340572 -1.798393 -2.172837 -0.04 0.01 0.11
O -4.557754 -0.467873 -0.678137 0.28 0.16 -0.28
C -5.064323 -0.263254 0.541109 -0.04 0.25 0.61
O -5.898113 -0.963945 1.047558 -0.10 -0.12 -0.04
C -4.507696 0.994651 1.189557 -0.34 -0.33 0.11
C -3.030572 1.172332 0.962925 0.44 0.18 -0.11
N -2.192871 0.505981 1.636932 -0.25 -0.61 0.56
N -0.865502 0.724504 1.459477 -0.36 0.90 -0.52
C 0.072837 0.023756 2.139181 0.26 0.02 0.17
O -0.135487 -0.814091 2.983215 0.07 -0.08 0.07
C 1.502170 0.445066 1.734526 -0.14 0.07 0.42
N 1.865440 0.034116 0.395422 -0.24 0.30 -0.82
S 1.655478 1.120529 -0.850585 0.78 0.49 0.10
O 1.797002 0.437188 -2.096351 0.20 -0.17 0.12
O 0.503744 1.968717 -0.644208 0.30 0.08 0.14
C 3.113942 2.124660 -0.577237 -0.51 -0.08 -0.05
C 3.009110 3.406152 -0.074177 -0.21 0.05 -0.02
C 4.162844 4.136399 0.165116 0.06 -0.01 0.00
C 5.401470 3.575694 -0.100621 -0.02 0.09 0.03
C 5.495119 2.288339 -0.608819 -0.08 -0.11 -0.04
C 4.344566 1.556411 -0.846837 0.14 -0.08 -0.08
H 4.375000 0.555986 -1.248424 0.13 -0.15 -0.06
H 6.463031 1.859162 -0.818947 0.07 -0.05 -0.03
H 6.299475 4.145589 0.085552 0.07 0.05 0.02
H 4.094441 5.139991 0.556594 -0.02 0.08 0.03
H 2.028994 3.817406 0.110726 -0.08 0.10 0.05
C 1.794760 -1.342994 0.073910 -0.33 -0.48 -0.49
C 2.857342 -2.173501 0.389339 0.06 -0.19 0.01
C 2.808185 -3.520235 0.048379 -0.18 0.07 -0.03
C 1.689738 -4.002409 -0.627345 0.26 0.05 0.13
C 0.633388 -3.172120 -0.944965 -0.12 0.14 -0.02
C 0.665284 -1.828863 -0.589005 0.13 0.01 0.25
O -0.317874 -0.916622 -0.813969 0.24 -0.31 0.03
C -1.453346 -1.331820 -1.534476 -0.16 -0.04 -0.08
H -1.183040 -1.663752 -2.541680 0.00 -0.01 0.02
H -2.099180 -0.458229 -1.596686 -0.02 -0.08 -0.01
H -1.981710 -2.131166 -1.004937 -0.01 0.03 -0.04
H -0.216523 -3.585300 -1.463241 -0.10 -0.01 -0.05
H 1.664619 -5.046098 -0.896427 -0.01 -0.13 -0.03
O 3.789381 -4.427447 0.314780 -0.20 -0.09 -0.13
C 4.922191 -3.996218 1.028614 0.13 0.03 0.08
H 5.547114 -4.879774 1.149116 0.00 0.10 0.02
H 4.651206 -3.607484 2.015342 0.01 0.00 -0.03
H 5.479842 -3.232480 0.476366 -0.02 -0.01 0.02
H 3.702038 -1.743184 0.902658 0.13 0.04 0.03
H 2.195914 -0.013876 2.446220 -0.17 0.10 -0.08
H 1.602688 1.531723 1.777135 0.03 -0.01 0.20
H -0.553181 1.332047 0.697209 -0.12 -0.23 0.25
C -2.788381 2.257555 -0.057152 0.15 0.00 -0.12
C -4.173682 2.551137 -0.632275 -0.01 0.17 -0.05
H -4.274508 3.579850 -0.975949 0.01 -0.01 -0.05
H -4.373228 1.885378 -1.471936 0.01 0.06 -0.01
C -5.128280 2.233297 0.518995 -0.03 -0.05 -0.07
H -6.148983 2.053281 0.182998 -0.05 0.06 0.06
H -5.142566 3.056400 1.234850 -0.03 0.01 0.02
H -2.059270 1.967984 -0.815116 0.04 0.02 0.02
H -2.388076 3.136428 0.458133 0.08 0.04 -0.01
H -4.745156 0.923681 2.252352 0.03 -0.04 -0.14
H -7.163593 -0.997776 -1.290008 -0.07 -0.01 0.02
H -6.315348 -0.337830 -2.698160 -0.01 0.06 -0.10
H -6.776163 -2.046260 -2.658916 -0.06 -0.08 -0.09
```
Forces are in eV/Å.

Calculated values
LUMO: 0.49 eV
SMILES: CCOC(=O)[C@@H]1CCC/C1=N\NC(=O)CN(c1cc(OC)ccc1OC)S(=O)(=O)c1ccccc1

---

Here is a molecular structure, C4H11N2S at a distorted geometry from the Open Molecules 2025 dataset. Energies are from ωB97M-V/def2-TZVPD.

```
18
Properties=species:S:1:pos:R:3:forces:R:3
N -2.518324 2.310909 1.024281 -0.57 -0.41 -1.08
C -1.154329 2.253722 0.791244 -1.04 2.08 1.04
C 0.634864 -3.170938 0.274885 -0.08 0.51 -0.15
S 1.814273 -2.444285 -0.869010 1.05 -0.05 -0.28
C -0.488489 1.008043 0.638198 3.37 -4.04 -0.65
N 1.035946 0.747565 0.172714 -2.53 2.32 -0.27
C 0.891134 0.756490 -1.291921 -0.56 -2.29 0.53
H -2.983519 1.658622 0.332873 0.56 0.48 1.03
H 0.785022 -4.223419 0.349388 -0.27 -1.12 -0.23
H -0.592407 3.062483 1.202606 0.55 0.98 0.43
H 0.716077 -2.841164 1.300416 0.03 0.61 0.39
H -0.340551 -2.898670 -0.113809 -0.47 -0.36 0.31
H -0.914587 0.111771 1.083281 -0.25 -0.19 0.08
H -0.897704 1.685858 -0.345843 -0.16 -0.47 -0.52
H 1.546729 -0.133999 0.394968 -1.55 0.52 0.14
H 0.026634 0.028888 -1.560218 1.60 0.67 -0.06
H 0.580233 1.676866 -1.754677 0.27 0.92 0.25
H 1.858996 0.411256 -1.629375 0.05 -0.14 -0.96
```
Forces are in eV/Å.

Calculated values
2S+1: 2
LUMO (alpha / beta): 6.28 / 6.26 eV
Total charge: -2